Molecular formula: C48H42MnN6O4PS3
Method: DFT, ωB97M-V/def2-TZVPD

Results
calculated total energy	-5170.27591	a.u.
<S²>	0.811
orbital gap (alpha / beta)	3.99 / 4.09	eV
charge	-1
2S+1	2

Last column: Löwdin spin population.
Cartesian coordinates (Å):
Mn  0.291  0.196  0.089  0.803
C  -4.320  -3.173  -4.128  0.000
C  -4.469  -1.818  -3.881  0.001
C  -3.667  -1.180  -2.951  0.003
C  -2.704  -1.902  -2.247  0.015
C  -2.559  -3.260  -2.501  0.002
C  -3.357  -3.891  -3.439  0.000
P  -1.705  -1.155  -0.896  0.066
C  -1.840  0.659  -1.407  0.000
C  -1.333  0.939  -2.850  0.003
C  -1.833  2.201  -3.543  -0.001
C  -1.957  3.858  -2.115  0.000
C  -2.777  3.576  -0.824  0.000
C  -2.554  2.507  0.253  0.002
C  -2.977  -1.254  0.434  0.013
C  -4.226  -1.832  0.413  0.006
C  -4.942  -1.981  1.607  0.001
C  -4.386  -1.611  2.801  0.004
C  -3.084  -1.064  2.860  0.001
C  -2.464  -0.744  4.081  0.000
C  -1.211  -0.201  4.070  0.000
C  -0.543  0.046  2.863  0.000
C  -1.050  -0.306  1.617  -0.001
C  -2.363  -0.868  1.653  0.001
H  -4.953  -3.665  -4.854  0.000
H  -5.225  -1.256  -4.412  0.000
H  -3.806  -0.126  -2.766  0.000
H  -1.812  -3.820  -1.957  0.001
H  -3.232  -4.947  -3.627  0.000
H  -1.139  0.067  -3.470  0.001
H  -1.814  2.158  -4.631  0.000
H  -1.842  4.929  -2.290  0.000
H  -3.200  4.507  -0.448  0.000
H  -3.427  2.631  0.909  0.000
H  -4.672  -2.148  -0.520  0.000
H  -5.939  -2.400  1.576  0.000
H  -4.935  -1.741  3.725  0.000
H  -2.987  -0.934  5.009  0.000
H  -0.720  0.056  5.000  0.000
H  0.395  0.590  2.942  0.000
C  6.994  3.802  1.531  0.000
C  6.046  2.880  0.823  0.000
C  4.905  2.400  1.458  0.000
C  4.035  1.553  0.789  0.000
C  4.302  1.186  -0.515  0.000
C  5.421  1.669  -1.163  0.000
C  6.290  2.511  -0.495  0.000
S  3.169  0.078  -1.388  0.000
O  3.612  0.046  -2.754  0.000
O  3.248  -1.172  -0.670  0.000
N  1.730  0.775  -1.173  -0.001
C  1.301  1.623  -2.147  0.003
C  2.064  2.434  -2.925  -0.005
C  1.471  3.505  -3.662  0.000
C  0.182  3.858  -3.539  -0.004
C  -0.786  3.050  -2.769  0.001
C  -2.968  3.020  -2.927  0.000
C  -3.629  2.569  -1.622  0.000
C  -3.014  1.420  -0.794  0.002
N  -0.674  1.282  -0.906  0.071
C  -0.183  1.743  -2.145  0.013
H  7.018  3.597  2.599  0.000
H  6.678  4.836  1.396  0.000
H  7.999  3.701  1.127  0.000
H  4.696  2.692  2.479  0.000
H  3.140  1.171  1.261  0.000
H  5.587  1.364  -2.185  0.000
H  7.170  2.888  -0.999  0.000
H  3.137  2.333  -2.934  0.000
H  2.130  4.106  -4.274  0.000
H  -0.212  4.728  -4.047  0.000
H  -3.655  3.484  -3.634  0.000
H  -4.718  2.587  -1.596  0.000
H  -3.755  0.732  -0.386  0.000
O  0.150  -1.160  -1.549  0.034
N  0.944  -1.528  -2.568  0.008
C  1.338  -2.792  -2.728  0.004
C  0.795  -3.896  -2.076  0.001
N  0.312  -4.809  -1.549  0.002
C  2.300  -3.112  -3.688  0.001
N  3.059  -3.483  -4.476  0.002
S  -1.303  4.362  1.788  -0.006
C  0.387  4.387  1.387  -0.016
C  0.831  3.152  1.028  -0.002
N  -0.031  2.132  1.021  -0.038
C  -1.382  2.562  1.286  0.000
H  0.939  5.299  1.460  -0.001
H  1.859  2.975  0.748  0.000
H  -1.744  2.033  2.176  0.000
C  4.687  -1.805  1.964  0.000
C  3.695  -1.256  2.967  0.000
S  1.883  -1.455  2.579  0.002
O  1.620  -0.779  1.279  0.007
C  1.858  -3.283  2.278  0.000
C  2.083  -3.607  0.823  0.000
H  5.651  -1.311  2.087  0.000
H  4.332  -1.615  0.951  0.000
H  4.835  -2.875  2.095  0.000
H  3.816  -0.179  3.080  0.000
H  3.797  -1.719  3.951  0.000
H  0.857  -3.583  2.591  0.000
H  2.588  -3.721  2.956  0.000
H  1.567  -2.864  0.214  0.000
H  1.677  -4.584  0.568  0.000
H  3.131  -3.573  0.543  0.000

Molecular formula: C20H32IN7NiO2S
Method: DFT, ωB97M-V/def2-TZVPD

Results
calculated total energy	-3518.72113	a.u.
ΔE to the lowest compared entry with this formula, charge and spin	40.9	kcal/mol
orbital gap (alpha / beta)	3.33 / 3.25	eV
charge	+2

Last column: natural (NBO) charge in e.
Cartesian coordinates (Å):
Ni  -0.303  -0.458  -0.184  1.170
N  -0.162  -0.111  2.042  -0.687
N  -1.063  -0.825  2.851  -0.425
C  -2.023  -1.603  2.307  0.309
N  -2.888  -2.204  3.125  -0.740
S  -2.112  -1.882  0.663  -0.143
H  0.782  -0.220  2.411  0.412
H  -0.379  0.891  2.048  0.397
H  -1.119  -0.596  3.838  0.409
H  -2.935  -2.015  4.114  0.425
H  -3.593  -2.802  2.725  0.439
O  1.079  6.384  0.008  -0.716
C  2.111  5.517  -0.378  -0.103
C  1.614  4.104  -0.370  0.087
C  2.483  3.026  -0.463  -0.228
C  1.966  1.739  -0.457  0.248
N  0.662  1.482  -0.391  -0.560
C  -0.196  2.522  -0.338  0.240
C  0.251  3.836  -0.307  -0.246
C  -1.623  2.183  -0.422  0.136
C  -2.621  3.135  -0.268  -0.211
C  -3.939  2.810  -0.563  0.074
C  -4.977  3.897  -0.440  -0.103
O  -4.683  4.725  0.663  -0.713
C  -4.213  1.514  -0.983  -0.234
C  -3.172  0.599  -1.042  0.070
N  -1.911  0.910  -0.762  -0.508
H  1.394  7.291  -0.039  0.498
H  2.977  5.611  0.292  0.202
H  2.456  5.743  -1.399  0.206
H  3.552  3.170  -0.531  0.251
H  3.697  0.663  0.177  0.286
H  -0.425  4.670  -0.252  0.263
H  -2.404  4.131  0.087  0.259
H  -5.981  3.470  -0.398  0.199
H  -4.903  4.506  -1.355  0.210
H  -5.427  4.741  1.269  0.495
H  -5.216  1.204  -1.231  0.247
H  -3.368  -0.425  -1.334  0.218
I  5.414  -2.101  0.683  -0.907
C  2.864  0.558  -0.511  -0.635
H  3.261  0.436  -1.517  0.256
H  2.248  -0.301  -0.245  0.174
C  2.695  -3.905  -1.673  -0.272
C  1.959  -2.552  -1.590  -0.275
N  0.902  -2.579  -0.572  -0.477
C  1.496  -2.894  0.734  -0.276
C  2.260  -4.233  0.694  -0.289
N  2.112  -4.813  -0.660  -0.328
C  0.680  -5.028  -0.963  -0.250
C  -0.029  -3.656  -0.934  -0.264
H  3.758  -3.777  -1.458  0.293
H  2.590  -4.361  -2.658  0.232
H  1.502  -2.294  -2.546  0.222
H  2.682  -1.780  -1.342  0.266
H  0.692  -2.931  1.472  0.204
H  2.185  -2.093  1.013  0.261
H  1.869  -4.940  1.428  0.228
H  3.323  -4.074  0.893  0.305
H  2.608  -5.708  -0.691  0.459
H  0.263  -5.706  -0.216  0.235
H  0.588  -5.502  -1.941  0.243
H  -0.843  -3.679  -0.208  0.234
H  -0.464  -3.417  -1.905  0.228

Molecular formula: C9H14
Method: DFT, ωB97M-V/def2-TZVPD

Results
calculated total energy	-351.31777	a.u.
ΔE to the lowest compared entry with this formula, charge and spin	7.8	kcal/mol
orbital gap	10.08	eV
structure (SMILES)	Cc1ccccc1.CC

Last column: natural (NBO) charge in e.
Cartesian coordinates (Å):
C  0.565  -2.043  -1.233  -0.612
C  1.045  -1.800  -2.668  -0.605
H  0.189  -1.170  -0.702  0.211
H  -0.221  -2.791  -1.145  0.205
H  1.470  -2.285  -0.667  0.198
H  0.208  -1.584  -3.336  0.198
H  1.534  -2.680  -3.082  0.204
H  1.713  -0.939  -2.675  0.201
C  -0.122  1.997  -0.906  -0.633
C  -0.296  1.378  0.447  -0.022
C  0.737  0.677  1.046  -0.216
C  -1.513  1.523  1.105  -0.216
C  0.497  -0.042  2.213  -0.197
C  -1.740  0.849  2.306  -0.197
C  -0.733  0.083  2.879  -0.232
H  -0.566  2.995  -0.960  0.218
H  -0.604  1.385  -1.673  0.221
H  1.690  0.579  0.545  0.211
H  -2.346  2.059  0.671  0.210
H  1.240  -0.680  2.672  0.212
H  -2.703  1.012  2.773  0.211
H  -0.944  -0.650  3.647  0.213
H  0.902  2.128  -1.256  0.217

> Which value of calculated total energy does entry 1 give?

-5170.27591 a.u.